The following is a DFT calculation (wB97M-V/def2-TZVPD) of C22H18N3O2SSe4Ti as an isolated structure.

Properties
M = 752.2 g mol⁻¹
charge = -1
ΔE to the lowest compared entry with this formula, charge and spin = 0.00 kcal/mol

Each line ends with the Löwdin charge.
Positions of all 51 atoms, in Å:
Ti: -0.01 -1.63 -0.16  0.287
Se: -1.59 -1.58 2.29  -0.019
Se: 0.04 -2.94 3.24  -0.065
Se: 1.74 -2.57 1.61  0.019
Se: 1.69 -0.29 1.35  0.081
C: -5.98 -6.38 2.19  -0.057
C: -4.91 -5.73 1.36  -0.274
C: -3.74 -5.25 1.94  -0.023
C: -2.76 -4.64 1.17  -0.082
C: -2.96 -4.50 -0.19  -0.264
C: -4.11 -5.00 -0.80  -0.069
C: -5.08 -5.60 -0.02  -0.047
S: -1.72 -3.71 -1.18  0.618
O: -1.84 -4.28 -2.49  -0.280
O: -0.44 -3.84 -0.46  -0.408
N: -1.86 -2.14 -1.12  -0.213
C: -2.92 -1.30 -1.26  -0.251
C: -4.18 -1.56 -1.75  -0.008
C: -5.14 -0.53 -1.81  -0.084
C: -4.86 0.75 -1.41  -0.060
C: -3.57 1.05 -0.92  -0.156
C: -3.18 2.34 -0.49  -0.012
C: -1.91 2.54 -0.03  -0.039
C: -1.01 1.46 0.01  -0.136
N: -1.34 0.25 -0.37  0.025
C: -2.60 0.03 -0.84  -0.154
H: -5.68 -6.45 3.24  0.071
H: -6.20 -7.39 1.84  0.077
H: -6.91 -5.81 2.15  0.079
H: -3.59 -5.36 3.01  0.116
H: -1.85 -4.28 1.63  0.005
H: -4.22 -4.92 -1.87  0.106
H: -5.98 -5.99 -0.49  0.110
H: -4.43 -2.55 -2.09  0.096
H: -6.13 -0.77 -2.18  0.100
H: -5.61 1.53 -1.46  0.102
H: -3.90 3.15 -0.53  0.113
H: -1.58 3.52 0.30  0.104
H: -0.01 1.60 0.39  0.057
N: 0.95 -1.39 -1.52  -0.131
C: 1.82 -0.83 -2.42  -0.366
C: 3.12 -1.33 -2.57  -0.038
C: 4.00 -0.75 -3.46  -0.112
C: 3.62 0.34 -4.23  -0.132
C: 2.33 0.84 -4.10  -0.117
C: 1.44 0.26 -3.21  -0.043
H: 3.42 -2.17 -1.96  0.107
H: 5.01 -1.14 -3.55  0.092
H: 4.31 0.80 -4.93  0.085
H: 2.01 1.69 -4.70  0.091
H: 0.43 0.65 -3.10  0.101

The following is a DFT calculation (wB97M-V/def2-TZVPD) of C22H18N5SSc as an isolated structure.

Properties
M = 429.4 g mol⁻¹
charge = +2

Each line ends with the Löwdin charge.
Positions of all 47 atoms, in Å:
Sc: 0.39 0.38 -0.18  1.024
C: 2.02 -1.12 -4.08  -0.012
C: 1.78 -0.30 -2.99  -0.092
N: 0.87 -0.56 -2.06  -0.026
C: 0.11 -1.71 -2.18  -0.138
C: 0.28 -2.58 -3.28  -0.133
C: 1.27 -2.26 -4.23  0.051
C: -0.57 -3.70 -3.42  -0.007
C: -1.55 -3.91 -2.50  -0.031
C: -1.72 -3.05 -1.41  0.023
C: -0.90 -1.96 -1.20  -0.194
N: -0.95 -1.06 -0.13  -0.062
C: -2.15 -0.71 0.53  -0.203
C: -3.07 -1.59 1.06  0.013
C: -4.31 -1.13 1.56  -0.026
C: -4.62 0.20 1.56  -0.002
C: -3.65 1.14 1.14  -0.133
C: -3.87 2.53 1.20  0.051
C: -2.86 3.40 0.86  -0.016
C: -1.62 2.87 0.48  -0.097
N: -1.37 1.57 0.38  -0.015
C: -2.39 0.69 0.68  -0.139
H: 2.78 -0.85 -4.80  0.125
H: 2.36 0.61 -2.86  0.125
H: 1.43 -2.92 -5.07  0.139
H: -0.43 -4.37 -4.26  0.129
H: -2.22 -4.75 -2.61  0.125
H: -2.53 -3.26 -0.72  0.099
H: -2.85 -2.64 1.11  0.120
H: -5.02 -1.85 1.94  0.125
H: -5.58 0.55 1.89  0.130
H: -4.84 2.90 1.51  0.140
H: -2.99 4.47 0.90  0.125
H: -0.80 3.55 0.26  0.120
C: 2.70 2.94 1.61  0.000
N: 3.56 1.94 2.22  -0.103
C: 4.58 2.25 3.10  -0.008
C: 5.18 1.09 3.45  -0.018
N: 4.52 0.10 2.76  0.094
C: 3.53 0.61 2.02  -0.703
S: 2.50 -0.36 1.05  0.672
H: 3.30 3.76 1.24  0.116
H: 1.97 3.31 2.33  0.114
H: 2.18 2.49 0.77  0.041
H: 4.79 3.26 3.41  0.143
H: 6.01 0.90 4.10  0.140
H: 4.72 -0.89 2.83  0.172

The following is a DFT calculation (wB97M-V/def2-TZVPD) of C22H18N8OPtS as an isolated structure.

Properties
M = 637.6 g mol⁻¹
charge = +2
multiplicity = 5
expectation value of S² = 6.069

Each line ends with the Löwdin charge.
Positions of all 51 atoms, in Å:
Pt: 0.74 -0.44 -0.07  1.231
N: -2.64 -1.26 -2.74  0.161
C: -1.44 -1.15 -2.22  -0.122
N: -1.21 -1.07 -0.93  -0.021
C: -2.27 -1.04 -0.04  -0.259
N: -2.05 -0.92 1.23  0.104
N: -0.70 -0.84 1.50  -0.122
C: -0.32 -0.99 2.71  -0.015
C: 1.12 -1.00 2.98  -0.246
C: 1.61 -1.21 4.26  0.025
C: 2.99 -1.24 4.45  -0.001
C: 3.81 -1.07 3.36  -0.005
C: 3.25 -0.86 2.10  -0.095
N: 1.93 -0.83 1.92  0.003
C: -3.62 -1.18 -0.56  -0.081
C: -4.75 -1.20 0.27  0.011
C: -6.00 -1.33 -0.29  -0.031
C: -6.15 -1.45 -1.67  -0.024
C: -5.05 -1.43 -2.51  0.010
C: -3.79 -1.29 -1.94  -0.155
H: -2.73 -1.34 -3.75  0.178
H: -0.59 -1.13 -2.90  0.143
H: -1.05 -1.14 3.49  0.151
H: 0.92 -1.35 5.08  0.133
H: 3.40 -1.41 5.44  0.131
H: 4.89 -1.09 3.46  0.126
H: 3.87 -0.72 1.23  0.101
H: -4.62 -1.11 1.34  0.123
H: -6.87 -1.35 0.35  0.122
H: -7.14 -1.56 -2.10  0.125
H: -5.16 -1.52 -3.58  0.128
N: 4.38 -2.30 -1.86  0.144
C: 3.37 -1.56 -1.43  -0.813
S: 1.85 -2.32 -1.17  0.701
N: 3.65 -0.27 -1.19  0.018
N: 2.60 0.45 -0.85  -0.159
C: 2.83 1.75 -0.69  -0.038
C: 1.81 2.70 -0.60  -0.117
C: 2.16 4.05 -0.28  -0.018
C: 1.24 5.04 -0.35  -0.028
C: -0.10 4.75 -0.77  -0.009
C: -0.48 3.49 -1.10  0.012
C: 0.45 2.40 -1.02  -0.311
O: 0.07 1.24 -1.39  -0.119
H: 4.28 -3.28 -2.06  0.119
H: 5.26 -1.84 -2.07  0.134
H: 3.87 2.07 -0.71  0.148
H: 3.18 4.27 0.01  0.128
H: 1.50 6.06 -0.09  0.123
H: -0.82 5.55 -0.82  0.127
H: -1.48 3.26 -1.43  0.127

The following is a DFT calculation (wB97M-V/def2-TZVPD) of one molecule with the formula C22H18O5.

Properties
M = 362.4 g mol⁻¹
ΔE to the lowest compared entry with this formula, charge and spin = 0.00 kcal/mol

Each line ends with the Löwdin charge.
Positions of all 45 atoms, in Å:
O: 0.24 2.46 1.05  0.087
C: 0.34 1.30 0.67  -0.317
C: 1.12 0.94 -0.53  -0.124
C: 1.16 1.87 -1.50  0.024
C: 1.72 1.81 -2.84  -0.189
C: 1.10 2.58 -3.83  -0.014
C: 1.53 2.55 -5.14  -0.003
C: 2.62 1.76 -5.49  -0.134
C: 3.13 1.69 -6.87  -0.489
O: 4.06 1.02 -7.23  0.107
O: 2.44 2.46 -7.73  0.106
C: 3.27 1.02 -4.50  0.006
C: 2.83 1.04 -3.20  -0.011
C: 1.73 -0.44 -0.63  -0.151
C: 1.21 -1.41 0.43  -0.175
C: -0.27 -1.14 0.69  -0.138
C: -0.37 0.20 1.36  -0.144
C: -1.04 0.48 2.48  0.032
C: -1.79 -0.44 3.33  -0.201
C: -1.24 -1.64 3.78  -0.022
C: -1.97 -2.49 4.58  0.005
C: -3.28 -2.16 4.95  -0.136
C: -4.03 -3.10 5.79  -0.490
O: -3.61 -4.16 6.20  0.106
O: -5.28 -2.68 6.09  0.105
C: -3.83 -0.95 4.52  -0.003
C: -3.08 -0.10 3.73  -0.012
H: 0.64 2.80 -1.28  0.124
H: 0.25 3.20 -3.56  0.117
H: 1.04 3.14 -5.89  0.117
H: 2.81 2.37 -8.62  0.133
H: 4.13 0.43 -4.79  0.123
H: 3.37 0.48 -2.45  0.102
H: 2.81 -0.35 -0.54  0.118
H: 1.52 -0.83 -1.63  0.125
H: 1.37 -2.43 0.09  0.114
H: 1.77 -1.28 1.36  0.121
H: -0.72 -1.92 1.30  0.105
H: -0.80 -1.11 -0.26  0.136
H: -1.06 1.52 2.78  0.131
H: -0.22 -1.89 3.53  0.118
H: -1.56 -3.42 4.95  0.122
H: -5.72 -3.34 6.64  0.133
H: -4.83 -0.69 4.81  0.117
H: -3.51 0.83 3.39  0.119

The following is a DFT calculation (wB97M-V/def2-TZVPD) of C22H19AuF5N2O4S2 as an isolated structure.

Properties
M = 731.5 g mol⁻¹
charge = +1
multiplicity = 3
expectation value of S² = 2.031
ΔE to the lowest compared entry with this formula, charge and spin = 23.22 kcal/mol

Each line ends with the Löwdin charge.
Positions of all 55 atoms, in Å:
Au: -0.58 -0.17 1.40  0.880
F: 5.74 2.74 2.38  0.201
C: 4.47 2.58 2.11  -0.096
C: 3.89 1.32 2.24  -0.127
F: 4.61 0.28 2.61  0.166
C: 2.55 1.16 1.94  -0.212
F: 2.04 -0.07 2.06  0.057
C: 1.75 2.22 1.50  -0.462
S: 0.09 2.10 1.08  0.951
C: 2.37 3.48 1.40  -0.224
F: 1.66 4.52 0.99  0.136
C: 3.70 3.66 1.69  -0.124
F: 4.26 4.85 1.56  0.172
C: 2.89 -0.04 -2.85  -0.045
C: 1.45 0.39 -2.77  -0.277
C: 1.09 1.73 -2.84  -0.036
C: -0.25 2.11 -2.87  -0.055
C: -1.23 1.14 -2.88  -0.279
C: -0.90 -0.20 -2.77  -0.068
C: 0.44 -0.57 -2.68  -0.042
S: -2.89 1.63 -3.31  0.639
O: -3.20 0.90 -4.50  -0.264
O: -2.95 3.06 -3.25  -0.278
N: -3.96 1.07 -2.18  -0.132
C: -4.47 1.88 -1.09  -0.198
C: -4.49 1.23 0.32  -0.054
C: -3.14 0.63 0.76  -0.668
O: -2.64 1.06 1.82  -0.071
O: -2.60 -0.24 0.04  -0.064
H: 3.57 0.80 -2.79  0.077
H: 3.06 -0.54 -3.81  0.092
H: 3.13 -0.77 -2.08  0.078
H: 1.86 2.49 -2.91  0.116
H: -0.54 3.15 -2.96  0.115
H: -1.68 -0.95 -2.77  0.117
H: 0.71 -1.62 -2.61  0.114
H: -4.33 0.15 -2.31  0.121
H: -5.50 2.16 -1.31  0.129
H: -3.88 2.80 -1.09  0.118
H: -5.21 0.41 0.33  0.127
H: -4.77 1.97 1.07  0.122
N: -1.25 -2.25 1.59  0.017
C: -0.28 -3.23 1.98  -0.313
C: 0.32 -4.04 1.03  -0.030
C: 1.26 -4.99 1.43  -0.061
C: 1.59 -5.12 2.77  -0.063
C: 0.98 -4.31 3.72  -0.062
C: 0.05 -3.36 3.33  -0.037
H: -1.61 -2.41 0.65  0.100
H: -2.02 -2.19 2.24  0.122
H: 0.04 -3.95 -0.01  0.116
H: 1.72 -5.63 0.69  0.114
H: 2.32 -5.85 3.08  0.113
H: 1.22 -4.41 4.77  0.114
H: -0.45 -2.73 4.06  0.118

Calculated max |F| (hartree/bohr), listed in the same order as above: 0.00753 0.01253 0.00998 0.01550 0.02160
Calculated calculated total energy (eV), listed in the same order as above: -327013.5898 -62082.2494 -51139.3567 -33344.4233 -73233.4469